(1)
Computed, not measured: the ion C5H13N2 with charge +1, with ωB97M-V with the def2-TZVPD basis set.

Output
HOMO   -11.45 eV
Energy relative to the best compared isomer or geometry (same formula, charge and spin)   59.3 kcal/mol
Frontier orbital gap   7.76 eV
E_LUMO   -3.7 eV
Net charge   +1
SMILES   C/C(=C\N)CC[NH3+]

Last column: natural (NBO) charge in e.
Element x y z (Å)
N -0.341 1.260 -2.698  -0.6935
N 1.107 -2.133 1.946  -0.8292
C -0.110 -0.422 0.823  -0.0673
C 0.238 0.824 -1.291  -0.1775
C -0.758 0.101 -0.439  -0.4724
C 0.714 -1.500 0.768  0.0182
C -0.559 0.290 2.091  -0.6412
H -1.308 -0.636 -1.072  0.2185
H 1.509 -1.523 2.651  0.3869
H 0.149 0.891 -3.503  0.4452
H 0.132 -0.024 2.873  0.2202
H -0.413 2.271 -2.804  0.4379
H 1.141 0.292 -1.601  0.2246
H -1.336 1.031 -2.711  0.4383
H 1.631 -2.988 1.837  0.3917
H 0.586 1.766 -0.907  0.2235
H 1.284 -1.570 -0.156  0.1861
H -0.428 1.367 2.006  0.2182
H -1.658 0.676 -0.170  0.2378
H -1.582 0.026 2.357  0.2342



(2)
Computed, not measured: a cluster of 3 separate species, C13H24FIO6S in total, with ωB97M-V with the def2-TZVPD basis set.

Output
HOMO   -9.53 eV
Frontier orbital gap   8.74 eV
E_LUMO   -0.8 eV
SMILES   O=S1(=O)O[C@@H](F)[C@H](CCCI)O1.C1CCOC1.C1CCOC1

Last column: natural (NBO) charge in e.
Element x y z (Å)
I 1.157 3.364 4.367  0.0730
S -1.834 4.440 -1.517  2.2162
F 0.497 1.429 -0.489  -0.3416
O -2.380 4.741 -2.965  -0.7657
O -0.274 3.672 -1.457  -0.6219
O -1.971 5.749 -0.647  -0.8115
O -2.808 3.355 -0.569  -0.6061
O -0.885 -2.018 0.885  -0.5473
O 2.938 -1.804 -1.273  -0.5415
C -0.716 -3.113 -0.025  -0.0723
C -1.658 -2.470 2.005  -0.0685
C -1.750 2.705 0.228  0.0083
C 3.174 0.304 -2.325  -0.4324
C -1.163 -4.362 0.704  -0.4314
C 0.222 2.203 2.709  -0.5414
C -2.223 -3.823 1.630  -0.4314
C -2.144 1.634 1.405  -0.4516
C 3.808 -1.956 -2.403  -0.0676
C 2.390 -0.478 -1.294  -0.0648
C -1.439 2.217 2.805  -0.4323
C 3.561 -0.769 -3.309  -0.4315
C -0.623 2.325 -0.900  0.4324
H 0.615 2.738 1.723  0.2267
H 0.570 1.068 2.712  0.2425
H -1.266 3.645 0.774  0.2104
H 1.334 -0.558 -1.574  0.1655
H 2.599 1.121 -2.768  0.2183
H 2.455 -0.037 -0.295  0.1881
H -3.164 -3.697 1.083  0.2012
H -1.229 1.683 -1.702  0.1841
H 2.718 -0.980 -3.979  0.1995
H -2.414 -4.460 2.498  0.2208
H 4.839 -1.963 -2.032  0.1648
H -3.315 1.727 1.586  0.2484
H -1.345 -2.920 -0.901  0.1616
H -1.834 3.317 3.046  0.2310
H 0.327 -3.167 -0.349  0.2016
H 4.429 -0.513 -3.922  0.2189
H -1.864 0.520 1.182  0.2626
H -1.734 1.508 3.702  0.2307
H -1.525 -5.143 0.030  0.2208
H -2.439 -1.738 2.232  0.1760
H -0.331 -4.771 1.289  0.2045
H 3.607 -2.910 -2.897  0.1822
H 4.075 0.728 -1.866  0.2021
H -0.986 -2.544 2.866  0.1685



(3)
Computed, not measured: a cluster of 6 separate species, C43H29BrF9N3O21 in total, with ωB97M-V with the def2-TZVPD basis set.

Output
HOMO   -9.30 eV
Frontier orbital gap   7.51 eV
E_LUMO   -1.8 eV
SMILES   CC[C@](C#N)(N=C=O)[C@@](Br)(C#N)CCC(F)(F)C(F)(F)C(F)(F)C(F)(F)F.O=C1C=C(O)C(=O)C=C1O.O=C1C=C(O)C(=O)C=C1O.O=C1C=C(O)C(=O)C=C1O.O=C1C=C(O)C(=O)C=C1O.O=C1C=C(O)C(=O)C=C1O

Last column: Mulliken charge in e.
Element x y z (Å)
Br -0.358 1.790 -2.163  0.0717
F -3.334 5.370 -5.754  -0.3115
F -6.636 7.287 -2.352  -0.2518
F -2.292 6.752 -2.498  -0.2763
F -5.269 5.951 -1.066  -0.2114
F -3.079 8.039 -4.242  -0.3140
F -4.956 4.959 -3.421  -0.2598
F -4.629 8.174 -1.628  -0.2942
F -1.296 6.403 -5.461  -0.3215
F -5.402 6.943 -4.508  -0.2801
O -5.743 11.432 0.468  -0.5722
O 0.831 -4.335 5.590  -0.4519
O -1.637 -7.472 9.075  -0.6033
O 0.490 -3.418 2.119  -0.6372
O 3.441 0.519 4.086  -0.6316
O 3.640 1.884 -0.468  -0.4278
O 3.207 -8.325 -2.251  -0.6557
O -7.921 7.263 0.277  -0.6165
O 7.081 -7.548 -2.533  -0.6361
O -7.672 12.175 2.245  -0.6161
O -9.899 8.036 1.986  -0.5715
O 0.838 -3.759 -0.985  -0.5430
O 3.802 -7.226 0.172  -0.5854
O 0.787 -6.452 9.794  -0.5634
O 0.176 -4.902 -3.370  -0.5903
O 0.677 -1.118 0.653  -0.5129
O 3.326 -1.802 5.510  -0.5632
O 7.136 -12.074 -5.285  -0.6159
O 4.705 -11.015 -4.652  -0.5518
O -1.632 -5.284 4.907  -0.5609
O 9.511 -8.561 -3.242  -0.5639
N 0.730 2.803 1.386  -0.5049
N -2.595 4.491 -0.491  -0.5450
N 2.292 3.538 -1.842  -0.5595
C 1.251 5.665 -0.719  -0.6011
C 1.909 -2.677 3.849  -0.9005
C 1.080 -5.500 -2.541  0.2204
C -1.518 4.157 -0.952  0.1515
C 1.382 -4.818 -1.250  0.9092
C -4.647 6.350 -3.423  0.4945
C -1.093 -6.739 8.265  0.9384
C 2.919 -6.614 -0.669  0.3374
C 0.240 -6.151 8.582  0.4121
C 5.856 -10.387 -4.273  0.1316
C 7.146 -11.023 -4.666  0.8431
C 1.189 -2.529 2.580  0.9219
C 0.966 3.299 0.291  -0.3055
C 7.071 -8.582 -3.181  0.9850
C -8.893 8.896 1.653  0.3928
C 0.272 -5.043 6.414  0.6975
C 8.360 -9.204 -3.597  0.4047
C -6.782 9.327 0.318  -0.6733
C 3.018 2.791 -1.031  0.7576
C 2.769 -0.380 3.607  0.7926
C -1.072 -5.608 6.109  0.2929
C 1.090 4.099 -1.141  1.2645
C 5.826 -9.247 -3.578  -0.6932
C 1.670 -6.649 -2.874  -0.8774
C 0.874 -5.360 7.713  -1.0197
C -6.734 10.562 0.821  0.0091
C 1.330 -1.240 1.841  0.1343
C -1.706 -6.401 6.976  -0.7970
C 1.912 6.584 -1.866  -0.9590
C -7.757 11.045 1.791  0.7947
C -3.097 6.699 -3.681  0.6979
C -1.849 4.326 -4.088  -0.8717
C -0.305 3.794 -1.924  -0.0744
C 2.638 -7.282 -1.972  0.8997
C 2.069 -0.238 2.324  -0.4751
C -8.843 10.130 2.159  -0.9647
C -0.391 4.437 -3.393  -0.2570
C 8.391 -10.344 -4.289  -0.9582
C -5.255 6.972 -2.056  0.7840
C 2.648 -1.676 4.331  0.3510
C 2.331 -5.463 -0.337  -0.7799
C -7.854 8.403 0.705  1.1582
C -2.356 5.728 -4.734  0.4289
H 1.462 -7.153 -3.809  0.4570
H 3.781 -0.946 5.640  0.3498
H 0.214 -1.969 0.516  0.3349
H 0.138 -7.037 10.233  0.3458
H 0.271 6.135 -0.353  0.2973
H -1.761 3.593 -4.985  0.3976
H 1.843 -4.928 7.929  0.4689
H -5.929 12.253 0.965  0.3469
H 9.223 -7.766 -2.750  0.3526
H 1.977 5.703 0.188  0.4395
H -0.980 -4.704 4.463  0.2849
H 2.180 0.702 1.801  0.4924
H 1.811 -3.626 4.368  0.4546
H 4.897 -8.775 -3.285  0.5904
H 4.088 -8.036 -0.295  0.3333
H -6.044 8.963 -0.384  0.5313
H 2.576 6.000 -2.602  0.3022
H 2.528 -4.967 0.604  0.4718
H 1.043 7.103 -2.438  0.2255
H 0.326 3.812 -4.062  0.4643
H -9.709 7.212 1.493  0.3550
H 4.993 -11.813 -5.138  0.3492
H 2.542 7.451 -1.418  0.3260
H -2.668 3.893 -3.412  0.4781
H -9.589 10.500 2.850  0.4109
H 9.319 -10.807 -4.595  0.4083
H -0.104 -4.089 -2.905  0.3393
H -2.681 -6.820 6.766  0.4262
H -0.024 5.519 -3.473  0.0967



(4)
Computed, not measured: an isolated molecule of C2H3NO2, with ωB97M-V with the def2-TZVPD basis set.

Output
HOMO (alpha / beta)   -8.94 / -8.74 eV
Energy relative to the best compared isomer or geometry (same formula, charge and spin)   132.2 kcal/mol
Frontier orbital gap (alpha / beta)   8.58 / 8.59 eV
E_LUMO (alpha / beta)   -0.4 / -0.1 eV

Last column: natural (NBO) charge in e.
Element x y z (Å)
O 0.231 0.809 0.231  -0.3570
O -3.024 -0.383 -0.014  -0.5134
N -1.144 0.885 -0.119  -0.3805
C -1.905 -0.123 0.323  0.5995
C 0.538 -0.586 0.147  -0.1192
H 1.206 -0.766 1.013  0.1829
H 0.643 -1.065 -0.829  0.1815
H -1.617 1.857 -0.241  0.4063



(5)
Computed, not measured: a structure of composition C6H22NaO5, with ωB97M-V with the def2-TZVPD basis set.

Output
HOMO   -13.78 eV
Energy relative to the best compared isomer or geometry (same formula, charge and spin)   0.0 kcal/mol
Frontier orbital gap   11.30 eV
E_LUMO   -2.5 eV
Net charge   +1

Last column: natural (NBO) charge in e.
Element x y z (Å)
Na 0.188 -0.144 -0.313  0.9346
O -0.598 1.823 -1.780  -0.7656
O 2.565 0.100 -1.229  -0.7701
O 1.372 1.106 1.541  -0.7637
O -2.089 -0.122 0.858  -0.7687
O -0.806 -2.072 -1.481  -0.7685
C 3.674 -0.653 -0.687  -0.2544
C -0.100 -1.911 -2.731  -0.2645
C 0.386 1.312 2.567  -0.2676
C -2.188 -1.262 1.754  -0.0642
C -2.962 -0.917 3.021  -0.6345
C 0.279 2.879 -2.200  -0.2538
H 0.054 -0.856 -2.933  0.1836
H 4.627 -0.184 -0.931  0.1905
H -3.115 -1.818 3.616  0.2282
H 0.623 2.191 3.170  0.1882
H 3.695 -1.661 -1.106  0.1803
H -0.570 1.483 2.081  0.2016
H 2.904 0.621 -1.961  0.4870
H 0.300 0.444 3.225  0.1686
H 3.569 -0.694 0.393  0.1795
H -1.168 -2.962 -1.461  0.4910
H -0.275 3.806 -2.346  0.1885
H -2.975 0.058 0.529  0.4828
H -1.353 1.808 -2.375  0.4829
H -3.951 -0.547 2.744  0.2122
H 1.016 3.011 -1.414  0.1925
H 0.837 -2.469 -2.693  0.1805
H -0.690 -2.337 -3.545  0.1909
H -2.437 -0.177 3.619  0.2144
H 2.240 1.111 1.954  0.4850
H -1.158 -1.506 2.008  0.1683
H 0.790 2.624 -3.132  0.1694
H -2.682 -2.087 1.240  0.1753



(6)
Computed, not measured: an isolated molecule of C11H13NO2, with ωB97M-V with the def2-TZVPD basis set.

Output
HOMO (alpha / beta)   -7.60 / -7.11 eV
Energy relative to the best compared isomer or geometry (same formula, charge and spin)   160.4 kcal/mol
Frontier orbital gap (alpha / beta)   7.43 / 7.28 eV
E_LUMO (alpha / beta)   -0.2 / 0.2 eV

Last column: natural (NBO) charge in e.
Element x y z (Å)
O 0.352 -0.502 -2.343  -0.3871
O -0.106 -2.148 -0.875  -0.7180
N -0.831 -0.063 -2.835  -0.0907
C 0.393 -0.912 -1.012  0.5842
C -1.968 1.250 0.330  -0.6589
C -2.677 -1.006 0.153  -0.6475
C 2.216 0.686 -0.567  -0.2103
C -1.893 0.096 -0.539  0.0053
C 2.247 -0.024 2.071  -0.1999
C 3.116 0.944 1.681  -0.2227
C 1.249 -0.325 -0.046  -0.1388
C 3.116 1.249 0.290  -0.2026
C -1.773 0.191 -2.031  -0.0055
C 1.314 -0.649 1.295  -0.2171
H -3.819 -0.967 -0.035  0.2100
H -1.052 1.842 0.393  0.2297
H 2.104 -0.140 3.098  0.2034
H 3.764 1.349 2.427  0.2176
H 0.244 -2.778 -1.534  0.4928
H 0.783 -1.658 1.613  0.2322
H -2.561 -0.895 1.228  0.2094
H 3.823 2.041 -0.011  0.2132
H -2.186 0.829 1.377  0.2113
H 2.136 1.195 -1.549  0.2365
H -2.774 0.556 -2.599  0.2034
H -2.809 1.838 0.108  0.2180
H -2.408 -1.999 -0.086  0.2322



no.,electronic energy (a.u.)
1,-307.5270
2,-1756.6727
3,-6872.8499
4,-283.0473
5,-780.0980
6,-631.9739